Entry 1:
15 unconnected molecules or ions with the total composition C53H128N15O24 at a distorted geometry. Source: the Open Molecules 2025 dataset; level of theory: ωB97M-V/def2-TZVPD.

net charge: +1
LUMO: -1.96 eV
multiplicity: 1
HOMO level: -7.7 eV

Geometry (Å):
1 C 4.6834 2.9132 -3.6247
2 N 5.8939 1.9956 -4.0710
3 C 7.0200 2.8983 -4.3434
4 C 6.0604 1.0661 -2.8603
5 C 5.7475 1.1064 -5.3313
6 C 5.4428 1.7804 -6.6756
7 O 4.5595 2.8836 -6.7636
8 H 4.7267 3.6719 -4.4061
9 H 4.9285 3.2329 -2.6118
10 H 3.7350 2.3974 -3.7751
11 H 7.8426 2.2087 -4.5328
12 H 7.0464 3.4941 -3.4311
13 H 6.7635 3.5585 -5.1719
14 H 6.6646 0.2370 -3.2287
15 H 5.1187 0.5354 -2.7198
16 H 6.3849 1.4233 -1.8830
17 H 4.8825 0.5120 -5.0370
18 H 6.6186 0.4670 -5.4747
19 H 5.1440 1.0450 -7.4225
20 H 6.3958 2.1005 -7.0968
21 H 4.1392 2.8994 -7.6265
22 C 0.2657 -1.0333 8.1034
23 C -0.9188 -1.3069 7.1870
24 C -1.5496 -2.7093 7.2852
25 O -2.7250 -2.6435 8.0821
26 C -3.6883 -3.6244 7.6601
27 N -1.9934 -0.1654 7.3275
28 H -2.8327 -0.2031 6.7669
29 H -2.2628 -0.1189 8.2998
30 H -1.5913 0.7578 7.2497
31 H 0.7010 -0.0398 7.9956
32 H 1.0143 -1.8155 7.9774
33 H -0.1475 -1.1333 9.1071
34 H -0.4641 -1.2068 6.2014
35 H -0.8486 -3.4026 7.7500
36 H -1.7422 -3.2155 6.3392
37 H -4.5483 -3.3535 8.2726
38 H -3.2851 -4.5721 8.0173
39 H -3.8782 -3.8843 6.6187
40 C 7.6766 -5.0105 0.2907
41 C 6.2127 -4.7423 0.0113
42 C 5.2294 -5.1179 1.1464
43 O 3.8768 -4.8401 0.6965
44 C 3.2058 -3.7958 1.4144
45 N 5.9455 -3.3503 -0.6592
46 H 5.9112 -2.6082 0.0251
47 H 6.8340 -3.1656 -1.1026
48 H 5.1452 -3.1695 -1.2482
49 H 7.9717 -6.0346 0.5195
50 H 7.9813 -4.4713 1.1877
51 H 8.2680 -4.6569 -0.5538
52 H 5.8619 -5.3341 -0.8342
53 H 5.5190 -4.6859 2.1043
54 H 5.4163 -6.1671 1.3751
55 H 3.5921 -3.7302 2.4315
56 H 2.1615 -4.0741 1.5557
57 H 3.2412 -2.8496 0.8744
58 C 0.8468 0.6908 4.5867
59 C 0.7611 1.1626 3.1139
60 C 1.4713 0.2148 2.0925
61 N 1.0660 0.5116 0.6060
62 C -0.4280 0.1170 0.2209
63 C 1.3227 1.9593 0.1555
64 C 1.5962 1.8194 -1.3902
65 C 2.0729 0.4507 -1.6491
66 C 2.0728 -0.1977 -0.3450
67 H 0.0037 1.0322 5.1873
68 H 1.8177 0.9543 5.0061
69 H 0.6907 -0.3808 4.4624
70 H 1.3388 2.0865 3.0858
71 H -0.1955 1.5748 2.7928
72 H 1.1762 -0.8075 2.3287
73 H 2.5607 0.2463 2.1128
74 H -1.0038 0.1635 1.1453
75 H -0.3091 -0.8071 -0.3448
76 H -0.7738 0.8550 -0.5029
77 H 0.4489 2.4930 0.5293
78 H 2.2393 2.1708 0.7060
79 H 0.6442 2.0184 -1.8824
80 H 2.3714 2.5025 -1.7376
81 H 1.2664 -0.0371 -2.1966
82 H 3.0437 0.3088 -2.1238
83 H 1.9176 -1.2706 -0.4589
84 H 3.0847 -0.2070 0.0602
85 C -2.7145 1.9709 -4.5345
86 C -3.8704 1.9643 -3.3877
87 C -3.5760 1.1204 -2.1344
88 N -4.6337 1.2478 -0.9905
89 C -4.3483 2.4772 -0.0902
90 C -4.7434 0.0007 -0.0854
91 C -6.1133 0.2132 0.5849
92 C -7.0016 0.9851 -0.3712
93 C -6.0476 1.3446 -1.5386
94 H -2.6114 1.0721 -5.1425
95 H -1.7724 2.3149 -4.1077
96 H -2.9469 2.5851 -5.4044
97 H -4.7446 1.6192 -3.9398
98 H -4.1929 2.9812 -3.1641
99 H -2.5364 1.2726 -1.8444
100 H -3.8376 0.1095 -2.4471
101 H -4.5506 3.3254 -0.7443
102 H -3.3899 2.3497 0.4131
103 H -5.1594 2.4640 0.6378
104 H -3.8661 0.0866 0.5558
105 H -4.7701 -0.8628 -0.7499
106 H -6.1055 0.5619 1.6176
107 H -6.6160 -0.7472 0.6992
108 H -7.3218 1.9081 0.1122
109 H -7.8510 0.4025 -0.7280
110 H -6.1709 2.3374 -1.9714
111 H -6.2176 0.7739 -2.4516
112 C 0.6001 1.0190 -5.1660
113 C 0.8639 -0.4698 -5.5513
114 C 1.9611 -0.5758 -6.6089
115 N 1.4096 -1.3429 -7.8329
116 C 2.4904 -1.3727 -8.9971
117 C 1.0441 -2.7584 -7.5058
118 C -0.5031 -2.8006 -7.4672
119 C -0.9629 -1.6743 -8.3245
120 C 0.1375 -0.6007 -8.3450
121 H 0.0406 1.0760 -4.2323
122 H 0.0829 1.5504 -5.9649
123 H 1.5725 1.4702 -4.9686
124 H -0.1025 -0.9536 -5.6929
125 H 1.1781 -1.0706 -4.6979
126 H 2.7417 -1.2504 -6.2571
127 H 2.4055 0.3509 -6.9718
128 H 3.4563 -1.7250 -8.6351
129 H 2.4003 -0.4195 -9.5181
130 H 2.2030 -2.0454 -9.8052
131 H 1.4056 -3.3495 -8.3472
132 H 1.5872 -3.2727 -6.7130
133 H -0.9256 -3.7843 -7.6722
134 H -0.8974 -2.6839 -6.4577
135 H -1.2619 -1.9104 -9.3458
136 H -1.8056 -1.2208 -7.8028
137 H 0.2192 -0.1796 -9.3471
138 H -0.1257 0.2283 -7.6881
139 C 1.3591 4.9838 3.8488
140 C -0.1177 4.6160 3.6498
141 C -1.2135 5.4522 4.3310
142 N -2.5830 4.9100 4.0336
143 C -2.7461 3.4818 4.6366
144 C -2.9667 5.0894 2.5107
145 C -4.4642 5.4275 2.5217
146 C -4.7993 5.8562 3.9369
147 C -3.5382 5.8567 4.7751
148 H 1.6528 5.9089 3.3528
149 H 2.1241 4.2575 3.5741
150 H 1.5917 5.1699 4.8973
151 H -0.0150 3.6275 4.0975
152 H -0.2575 4.3056 2.6143
153 H -1.1781 6.4575 3.9112
154 H -1.0523 5.5313 5.4061
155 H -2.0083 2.8539 4.1372
156 H -3.7375 3.0947 4.4011
157 H -2.4524 3.5992 5.6797
158 H -2.7989 4.1297 2.0219
159 H -2.3989 5.9256 2.1028
160 H -5.0938 4.5549 2.3478
161 H -4.7508 6.2326 1.8450
162 H -5.6317 5.3476 4.4232
163 H -5.2733 6.8371 3.9004
164 H -3.7325 5.5527 5.8037
165 H -3.2034 6.8905 4.8600
166 C -4.8049 -6.3154 -1.3063
167 C -4.5184 -6.0544 0.1277
168 C -3.8795 -4.6409 0.2140
169 N -3.1735 -4.3465 1.6877
170 C -4.1345 -4.9173 2.8430
171 C -2.9395 -2.7925 1.8945
172 C -1.7065 -2.5199 2.6827
173 C -0.8586 -3.5517 1.9006
174 C -1.6877 -4.8503 1.6679
175 H -5.3797 -5.5205 -1.7817
176 H -5.3466 -7.2556 -1.2035
177 H -3.8648 -6.3972 -1.8519
178 H -3.7379 -6.7235 0.4901
179 H -5.3393 -6.1606 0.8370
180 H -4.6027 -3.8412 0.0538
181 H -3.0126 -4.5358 -0.4383
182 H -3.4961 -4.7581 3.7121
183 H -4.4400 -5.9635 2.8316
184 H -5.0226 -4.2922 2.9353
185 H -3.8930 -2.3857 2.2312
186 H -2.8208 -2.3359 0.9118
187 H -1.7876 -2.6217 3.7649
188 H -1.1954 -1.5602 2.6054
189 H 0.0086 -3.8059 2.5101
190 H -0.3763 -3.0381 1.0689
191 H -1.5443 -5.5852 2.4600
192 H -1.4393 -5.3796 0.7480
193 N 4.6677 3.8356 0.3452
194 O 3.7793 4.2751 -0.4169
195 O 4.6971 4.2749 1.4693
196 O 5.4611 2.9151 0.0649
197 N -1.8932 -2.0250 -2.5604
198 O -0.7499 -1.6818 -2.5582
199 O -2.6222 -2.0530 -1.5497
200 O -2.4158 -2.3056 -3.6313
201 N -0.6177 4.4153 -1.1482
202 O 0.4309 4.6766 -1.7542
203 O -1.3239 3.5038 -1.5652
204 O -1.0313 5.1720 -0.2847
205 N 3.4022 -2.3531 -3.3918
206 O 3.5422 -2.7405 -2.2178
207 O 3.9779 -1.4330 -3.8210
208 O 2.6817 -3.0547 -4.1876
209 N -3.5150 0.4955 3.6226
210 O -2.9950 -0.1048 4.5935
211 O -2.9345 0.7490 2.5707
212 O -4.6658 0.9575 3.8457
213 N 5.7463 -0.4519 1.9221
214 O 4.8322 -0.9570 2.5772
215 O 6.5081 0.2810 2.4358
216 O 5.9635 -0.8678 0.7331
217 N -0.1122 3.4863 7.9326
218 O -0.4283 2.5373 7.1897
219 O 0.8542 4.2595 7.8638
220 O -0.9218 3.7043 8.8780

=====

Entry 2:
A molecular structure, C36H32As2CdCl2I2N4O3. Source: the Open Molecules 2025 dataset; level of theory: ωB97M-V/def2-TZVPD.

LUMO: 0.23 eV
multiplicity: 1
HOMO level: -7.0 eV
energy relative to the best compared isomer or geometry (same formula, charge and spin): 6.87 kJ/mol

Geometry (Å):
1 Cd 0.7466 0.4679 0.7128
2 N -0.4465 3.9488 0.2556
3 C -0.7864 3.3867 1.4869
4 C -1.3290 4.2658 2.4352
5 C -1.7663 3.7746 3.6415
6 C -1.6929 2.4061 3.8776
7 C -1.1478 1.6163 2.8960
8 N -0.6746 2.0836 1.7267
9 C 0.4855 3.6145 -0.7269
10 C 0.8263 4.6265 -1.6410
11 C 1.8295 4.3946 -2.5494
12 C 2.4820 3.1641 -2.5358
13 C 2.0335 2.2168 -1.6493
14 N 1.0318 2.4139 -0.7791
15 H -0.7055 4.9170 0.2095
16 H -1.3921 5.3235 2.2110
17 H -2.1653 4.4458 4.3911
18 H -2.0441 1.9711 4.8026
19 H -1.1020 0.5430 3.0182
20 H 0.3161 5.5817 -1.6024
21 H 2.1162 5.1642 -3.2548
22 H 3.3012 2.9449 -3.2058
23 H 2.4942 1.2338 -1.6131
24 C -4.3323 1.5443 -1.3260
25 As -2.8330 0.4767 -0.6143
26 C -3.8357 -0.3201 0.8674
27 C -2.9153 -0.9842 -1.9054
28 C -4.1065 -1.6547 -2.1654
29 C -4.1556 -2.7132 -3.0584
30 C -2.9957 -3.1169 -3.7009
31 C -1.8029 -2.4495 -3.4562
32 C -1.7450 -1.3821 -2.5639
33 As -0.0591 -0.4168 -2.2411
34 C 1.1082 -1.3656 -3.5059
35 C -0.5885 1.0172 -3.4922
36 H -5.2368 0.9468 -1.4406
37 H -4.0639 1.9695 -2.2931
38 H -4.5327 2.3623 -0.6328
39 H -4.7446 -0.8104 0.5233
40 H -4.1049 0.4705 1.5681
41 H -3.2117 -1.0494 1.3851
42 H -5.0166 -1.3448 -1.6654
43 H -5.0925 -3.2243 -3.2453
44 H -3.0150 -3.9519 -4.3903
45 H -0.9042 -2.7877 -3.9550
46 H 0.7023 -1.3461 -4.5156
47 H 1.2769 -2.3957 -3.1964
48 H 2.0707 -0.8523 -3.5060
49 H -0.9702 0.5621 -4.4039
50 H 0.2518 1.6633 -3.7383
51 H -1.3761 1.6142 -3.0346
52 I 4.9954 3.4629 1.9805
53 C 4.9422 1.4555 1.3925
54 C 6.1233 0.7198 1.2846
55 C 6.0954 -0.5920 0.8850
56 I 7.9185 -1.6292 0.7650
57 C 4.8748 -1.2120 0.5408
58 C 4.7367 -2.5523 0.1098
59 C 3.5112 -3.0479 -0.2362
60 C 2.3943 -2.2027 -0.1788
61 N 2.4813 -0.9604 0.2307
62 C 3.6802 -0.4483 0.6262
63 C 3.6711 0.9216 1.1304
64 O 2.5838 1.5743 1.2900
65 H 7.0678 1.1863 1.5295
66 H 5.6167 -3.1812 0.0601
67 H 3.3941 -4.0758 -0.5534
68 H 1.4063 -2.5485 -0.4683
69 Cl -2.0760 -5.3959 4.9732
70 C -1.5479 -4.2339 3.7889
71 C -1.9525 -4.3820 2.4553
72 C -1.5759 -3.4624 1.5157
73 Cl -2.0536 -3.7078 -0.1297
74 C -0.7999 -2.2916 1.8233
75 O -0.5768 -1.4005 0.9383
76 C -0.3235 -2.2517 3.1757
77 C 0.6736 -1.3042 3.6099
78 O 1.1915 -0.4131 2.9551
79 C -0.7261 -3.2042 4.1312
80 H -2.5568 -5.2318 2.1679
81 H 1.0084 -1.4468 4.6544
82 H -0.3591 -3.1104 5.1482

=====

Entry 3:
A molecular structure, C25H40AsDyN6O6S4 at a distorted geometry. Source: the Open Molecules 2025 dataset; level of theory: ωB97M-V/def2-TZVPD.

net charge: -2
LUMO (spin up / spin down): 4.15 / 4.15 eV
multiplicity: 6
HOMO level (spin up / spin down): -2.0 / -2.0 eV

Geometry (Å):
1 Dy -0.1257 0.8601 -0.6228
2 C 2.8579 2.5488 -2.3021
3 N 1.6200 3.1718 -1.8019
4 C 2.0931 4.2682 -1.0045
5 C 0.7729 3.6060 -2.9016
6 C -0.6273 3.9979 -2.4420
7 N -1.6615 2.9529 -2.3567
8 C -1.9445 2.3934 -3.7465
9 C -2.8512 3.6119 -1.7875
10 H 3.5227 3.2630 -2.8202
11 H 2.5625 1.7789 -3.0072
12 H 3.3344 1.9684 -1.5620
13 H 2.5393 5.0837 -1.6608
14 H 2.7392 3.9666 -0.1957
15 H 1.2914 4.7318 -0.4103
16 H 0.7067 2.7665 -3.6984
17 H 1.2057 4.4056 -3.4958
18 H -0.8755 4.8373 -3.0719
19 H -0.4286 4.4081 -1.4415
20 H -2.0727 3.3168 -4.3670
21 H -2.8598 1.8737 -3.9109
22 H -1.0989 1.7734 -4.0744
23 H -3.2517 4.3275 -2.4304
24 H -2.6162 4.1636 -0.8500
25 H -3.7576 2.9453 -1.6759
26 O 0.7016 4.3342 4.3089
27 C 1.7212 3.5496 4.3066
28 O 2.4721 3.3847 5.2112
29 C 1.8989 2.7420 3.1035
30 C 2.9625 1.8948 2.8668
31 N 2.7361 1.3347 1.6030
32 N 1.6548 1.7704 1.0343
33 C 1.1024 2.6119 1.8716
34 C -0.1025 3.3614 1.4339
35 O -0.4718 4.3166 2.1273
36 O -0.6580 2.9477 0.3790
37 H 0.2079 4.3600 3.4206
38 H 3.9190 1.7607 3.3894
39 H 3.3303 0.6643 1.0652
40 S 3.3900 -1.1553 -3.7733
41 As 1.6860 -1.4472 -2.5888
42 S 2.0898 -0.6804 -0.5102
43 S 0.0124 -0.0522 -3.1228
44 S 1.0792 -3.4837 -2.6614
45 C -2.0837 -1.8415 -0.7224
46 N -2.4526 -0.4007 -0.5287
47 C -3.3083 0.0059 -1.6099
48 C -3.1077 -0.1463 0.8318
49 C -2.0815 -0.3512 1.9454
50 C -2.5483 -0.9544 3.1045
51 C -1.7552 -1.1415 4.2375
52 C -0.4481 -0.6477 4.1127
53 C 0.0315 -0.2086 2.8357
54 C -0.7947 0.0668 1.7465
55 H -3.0002 -2.4760 -0.8496
56 H -1.6624 -2.0617 0.2607
57 H -1.4003 -2.0241 -1.5325
58 H -4.2227 -0.5916 -1.5819
59 H -2.8154 -0.0390 -2.5738
60 H -3.6173 1.0394 -1.6015
61 H -3.9177 -0.8571 0.8893
62 H -3.4359 0.8887 0.8786
63 H -3.6271 -1.0984 3.1550
64 H -2.1939 -1.4887 5.1953
65 H 0.2666 -0.6378 4.9892
66 H 1.0720 0.1216 2.7414
67 O 1.2485 -5.3778 2.9893
68 C 2.1721 -5.8361 2.0770
69 O 3.1252 -6.4514 2.4398
70 C 1.8331 -5.4759 0.6053
71 N 0.6601 -4.7097 0.5208
72 C -0.4513 -5.6363 0.2178
73 C 0.2221 -6.5787 -0.7241
74 C 1.5778 -6.8792 -0.1134
75 H 2.6837 -4.9904 0.0943
76 H 0.8288 -4.0019 -0.1667
77 H 0.7147 -4.7676 2.4683
78 H -1.2392 -5.0743 -0.3429
79 H -0.8626 -6.0799 1.1119
80 H 0.3748 -6.0533 -1.7276
81 H -0.2979 -7.5418 -0.8662
82 H 2.2361 -7.1997 -0.8788
83 H 1.4705 -7.7377 0.5448